# C59H175N39O28

24 unconnected molecules or ions with the total composition C59H175N39O28 at a distorted geometry (ωB97M-V/def2-TZVPD, OMol25).

Each line ends with the Löwdin charge.
Atoms and positions in Å:
1 C 19.5275 16.8041 11.7227  -0.63
2 O 18.3186 16.9868 11.7343  0.00
3 N 20.4601 17.7221 12.0483  0.18
4 N 20.0294 15.5848 11.1864  0.13
5 H 20.1410 18.4988 12.5829  0.06
6 H 21.4360 17.4292 11.9627  0.12
7 H 20.8721 15.4513 10.6491  0.09
8 H 19.2571 14.9695 10.9781  0.09
9 C 10.7246 15.3739 15.8981  -0.64
10 O 11.0050 14.1979 15.9676  -0.01
11 N 11.6626 16.3614 15.6997  0.19
12 N 9.3757 15.7982 16.0931  0.15
13 H 11.3282 17.3051 15.8799  0.05
14 H 12.4926 16.1221 15.1459  0.07
15 H 8.7841 15.1531 16.5900  0.08
16 H 9.2005 16.7645 16.3342  0.05
17 C 10.4626 19.5744 17.6058  -0.71
18 O 10.0416 18.6835 16.8641  -0.04
19 N 11.6345 20.1589 17.4352  0.24
20 N 9.7066 19.8912 18.6837  0.17
21 H 11.8556 20.9663 17.9387  0.04
22 H 12.3075 19.8970 16.7497  0.06
23 H 9.8812 20.7386 19.1850  0.04
24 H 8.8341 19.3334 18.5881  0.14
25 C 18.6134 16.0964 22.2899  -0.62
26 O 19.4519 16.9323 22.7077  -0.05
27 N 18.9272 15.1665 21.3456  0.19
28 N 17.4091 15.9677 22.8949  0.20
29 H 19.7251 15.5311 20.8322  0.09
30 H 18.1279 14.8510 20.8553  0.03
31 H 16.7857 15.2872 22.4986  0.07
32 H 17.0683 16.5801 23.6183  0.08
33 C 14.3702 12.1685 16.0706  -0.74
34 O 15.1023 11.5921 16.8231  0.02
35 N 13.2598 11.5654 15.6069  0.20
36 N 14.5976 13.4206 15.7228  0.20
37 H 13.1146 10.6592 15.8964  0.06
38 H 12.4793 12.0157 15.1444  0.11
39 H 13.7386 13.9735 15.5571  0.10
40 H 15.2208 13.8437 16.4285  0.09
41 C 12.2702 17.2571 20.9063  -0.63
42 O 11.9541 17.8622 21.9476  -0.03
43 N 13.0746 16.1049 20.9880  0.17
44 N 11.7352 17.5093 19.7309  0.21
45 H 13.4621 15.8959 21.9054  0.10
46 H 12.9579 15.5069 20.1668  0.04
47 H 11.8069 17.0425 18.8798  0.08
48 H 11.0284 18.2565 19.7476  0.09
49 C 21.6856 18.0226 19.9269  -0.73
50 O 20.9315 17.2464 19.3664  0.00
51 N 21.8794 18.0451 21.2618  0.17
52 N 22.4441 18.8986 19.2775  0.17
53 H 22.3280 18.8542 21.7386  0.12
54 H 21.0113 17.7528 21.7395  0.07
55 H 22.7716 19.6618 19.8457  0.10
56 H 22.2004 19.2766 18.3697  0.10
57 C 18.3558 15.4885 17.2766  -0.71
58 O 17.4312 15.0102 16.6663  0.00
59 N 19.4396 14.7282 17.6564  0.16
60 N 18.4327 16.7615 17.6105  0.22
61 H 19.3818 13.6704 17.5291  0.15
62 H 20.1777 15.1270 18.2062  0.07
63 H 17.5940 17.2498 17.5806  0.05
64 H 19.2018 17.1246 18.1620  0.08
65 C 10.9915 22.0468 21.1196  -0.63
66 O 10.9681 22.0918 19.8582  -0.06
67 N 10.8585 20.8784 21.7889  0.18
68 N 11.0257 23.1161 21.9409  0.18
69 H 11.0826 20.8065 22.7821  0.08
70 H 10.8705 20.0282 21.2259  0.08
71 H 11.1625 23.0439 22.9360  0.08
72 H 10.9363 24.0536 21.5531  0.12
73 C 13.9900 17.3960 24.9927  -0.68
74 O 14.7532 17.6013 24.0701  -0.02
75 N 14.2777 17.6315 26.2758  0.17
76 N 12.6843 17.0726 24.6148  0.15
77 H 15.1957 18.0947 26.4250  0.09
78 H 13.4969 17.5866 26.9550  0.13
79 H 12.5415 17.3183 23.6452  0.03
80 H 11.8130 17.1308 25.1182  0.09
81 C 17.5321 18.9419 24.9994  -0.70
82 O 16.6881 19.2458 25.8207  0.00
83 N 18.8075 18.5767 25.4161  0.17
84 N 17.4462 19.0316 23.6962  0.20
85 H 19.0898 17.8203 24.7785  0.08
86 H 18.7886 18.4723 26.4009  0.09
87 H 18.1450 18.5760 23.1552  0.06
88 H 16.4806 19.0781 23.3504  0.10
89 C 15.9656 13.2766 20.0215  -0.65
90 O 16.4286 14.1173 20.8337  -0.05
91 N 15.0404 12.4405 20.4494  0.19
92 N 16.3929 13.1365 18.7545  0.20
93 H 14.8242 12.4554 21.4410  0.12
94 H 14.4605 11.8082 19.9194  0.08
95 H 16.0503 12.4321 18.0661  0.08
96 H 16.9918 13.8443 18.4327  0.04
97 C 13.7081 22.8784 14.3394  -0.63
98 O 13.1555 22.0346 13.6485  -0.01
99 N 15.0507 23.1794 14.1638  0.19
100 N 13.0510 23.5131 15.3653  0.20
101 H 15.3770 23.8625 14.7961  0.06
102 H 15.7640 22.6090 13.7002  0.08
103 H 13.2663 24.3134 15.9127  0.04
104 H 12.0569 23.3341 15.3785  0.06
105 C 13.3148 20.9855 24.5061  -0.59
106 O 12.2356 21.6259 24.3479  -0.05
107 N 14.1976 20.9175 25.5882  0.19
108 N 13.7812 20.2434 23.4593  0.16
109 H 15.0696 20.5048 25.4135  0.03
110 H 13.9987 21.4635 26.4028  0.11
111 H 14.5959 19.5774 23.4776  0.09
112 H 13.1578 20.0353 22.6778  0.08
113 C 15.3081 16.4328 13.6080  -0.70
114 O 14.3295 16.4107 14.3591  -0.03
115 N 16.4970 16.1966 14.0678  0.20
116 N 15.2290 16.6171 12.2694  0.20
117 H 17.2783 16.1977 13.4284  0.08
118 H 16.6281 15.8970 15.0361  0.08
119 H 14.4279 16.9896 11.8124  0.07
120 H 16.0812 16.5792 11.7066  0.09
121 C 19.3287 28.4725 19.5770  -0.12
122 O 18.7634 27.3224 19.0037  -0.22
123 C 19.1385 26.1543 19.7637  -0.19
124 C 18.4461 24.9545 19.1665  -0.20
125 N 18.8158 24.8162 17.7679  -0.03
126 C 18.1806 23.7189 17.0568  -0.21
127 C 18.3304 23.8438 15.5791  -0.17
128 O 17.6829 25.1208 15.3136  -0.24
129 C 18.1137 25.8732 14.2534  -0.15
130 H 19.2229 28.5891 20.6161  0.07
131 H 18.9592 29.2958 18.9518  0.09
132 H 20.4132 28.5377 19.3992  0.09
133 H 18.8386 26.3033 20.7893  0.11
134 H 20.2176 26.0943 19.8378  0.12
135 H 17.3402 24.9325 19.3181  0.12
136 H 18.9036 24.1287 19.7029  0.10
137 H 18.4295 25.6623 17.3008  0.11
138 H 17.0922 23.7182 17.2728  0.11
139 H 18.5179 22.6886 17.3042  0.12
140 H 17.9183 23.1126 14.9222  0.09
141 H 19.3359 24.0083 15.3240  0.11
142 H 18.3749 25.2318 13.3425  0.11
143 H 19.0005 26.4555 14.5086  0.09
144 H 17.3432 26.5105 13.8290  0.08
145 C 22.7989 20.9480 15.7229  -0.10
146 O 21.5996 20.2692 16.0478  -0.19
147 C 20.8781 20.0148 14.8833  -0.23
148 C 19.4547 19.3629 15.2331  -0.19
149 N 18.6305 19.2412 14.0855  -0.07
150 C 18.0193 20.4742 13.6198  -0.20
151 C 16.9954 20.1026 12.5620  -0.20
152 O 16.4214 21.3626 12.2538  -0.21
153 C 15.4079 21.2139 11.2969  -0.12
154 H 23.5666 20.2853 15.3709  0.08
155 H 23.2289 21.5500 16.5236  0.09
156 H 22.6158 21.6426 14.9377  0.07
157 H 21.4311 19.3018 14.2291  0.12
158 H 20.6996 20.9690 14.3517  0.11
159 H 19.0677 20.0500 16.0378  0.12
160 H 19.7227 18.4217 15.7563  0.12
161 H 17.8944 18.5669 14.2537  0.09
162 H 18.8095 21.1171 13.1614  0.13
163 H 17.5235 21.0550 14.4401  0.09
164 H 16.2867 19.3297 12.9509  0.13
165 H 17.4675 19.7316 11.6923  0.11
166 H 15.7151 21.2161 10.2074  0.11
167 H 14.7578 22.0571 11.4726  0.07
168 H 14.7425 20.3646 11.4439  0.07
169 C 13.4709 25.3616 24.3740  -0.10
170 O 14.8593 25.2335 24.7802  -0.18
171 C 15.5894 24.9195 23.5617  -0.21
172 C 15.3936 23.5037 23.0975  -0.23
173 N 15.7767 23.3813 21.7216  -0.02
174 C 15.6407 22.0149 21.2362  -0.23
175 C 15.8795 21.8456 19.7976  -0.20
176 O 15.1740 22.7937 18.9395  -0.22
177 C 13.7788 22.5714 18.7598  -0.12
178 H 13.1341 24.5480 23.7694  0.04
179 H 13.3458 26.2697 23.7789  0.09
180 H 12.8761 25.3593 25.2731  0.09
181 H 16.5975 25.0944 23.8701  0.10
182 H 15.3153 25.6833 22.8150  0.12
183 H 14.3784 23.1197 23.3749  0.10
184 H 16.0776 22.8992 23.7393  0.13
185 H 15.3105 24.0010 21.0766  0.10
186 H 14.6614 21.6046 21.5385  0.10
187 H 16.4319 21.3410 21.6858  0.13
188 H 15.5713 20.8123 19.5666  0.12
189 H 16.9396 21.9866 19.5898  0.10
190 H 13.5843 21.4782 18.6118  0.07
191 H 13.2341 23.2072 18.0158  0.08
192 H 13.2491 22.7587 19.7349  0.08
193 C 11.0872 27.4592 14.5054  -0.13
194 O 11.3206 27.3642 15.8542  -0.21
195 C 10.8120 26.2002 16.5469  -0.14
196 C 11.8609 26.1253 17.6975  -0.18
197 N 13.2339 25.9730 17.2073  -0.07
198 C 14.1526 26.1685 18.2813  -0.22
199 C 15.5275 26.6263 17.8300  -0.25
200 O 15.4011 27.8480 17.2254  -0.17
201 C 16.6232 28.4666 16.7990  -0.05
202 H 11.6363 26.6165 13.9866  0.10
203 H 11.5397 28.3618 14.0913  0.09
204 H 10.0630 27.4137 14.2740  0.07
205 H 10.9966 25.3692 15.8426  0.10
206 H 9.8021 26.3383 16.9339  0.13
207 H 11.7429 25.2509 18.3735  0.12
208 H 11.7606 27.0365 18.2946  0.11
209 H 13.3966 26.6381 16.4905  0.10
210 H 14.2263 25.2410 18.9182  0.12
211 H 13.8104 26.9994 18.9680  0.13
212 H 15.8046 25.8556 17.0640  0.13
213 H 16.0920 26.6690 18.6923  0.09
214 H 17.0072 27.9031 15.9097  0.09
215 H 17.3233 28.4137 17.6565  0.07
216 H 16.4537 29.4895 16.4764  0.09
217 C 10.3796 13.7833 19.5462  -0.06
218 C 11.7617 13.1825 19.5503  -0.45
219 C 11.6093 11.7886 18.9981  -0.18
220 O 12.6536 10.9274 19.4945  -0.22
221 C 12.8479 9.7384 18.6764  -0.06
222 N 12.6065 14.1121 18.8554  0.05
223 H 10.4210 14.7545 19.9684  0.06
224 H 9.5664 13.1372 19.9775  0.10
225 H 10.0142 13.7950 18.5066  0.08
226 H 12.2467 13.1181 20.6160  0.17
227 H 11.7951 11.8965 17.9538  0.11
228 H 10.6583 11.4175 19.2814  0.11
229 H 13.2628 8.9619 19.3011  0.09
230 H 13.3229 10.0499 17.8051  0.02
231 H 11.8392 9.3924 18.2447  0.11
232 H 12.1332 14.2824 17.9805  0.04
233 H 13.4670 13.6778 18.4670  0.08
234 C 15.5404 20.3851 16.7052  -0.03
235 C 15.0169 19.0199 16.3289  -0.36
236 C 14.6872 18.1317 17.5123  -0.19
237 O 15.9532 17.9841 18.1441  -0.24
238 C 15.7637 17.1394 19.3184  -0.06
239 N 13.7895 19.2171 15.4856  0.08
240 H 16.2831 20.7654 15.9984  0.06
241 H 15.9015 20.4054 17.7229  0.05
242 H 14.7759 21.1551 16.6135  0.07
243 H 15.7729 18.4914 15.7397  0.12
244 H 14.3120 17.2140 17.1651  0.10
245 H 14.0341 18.6268 18.2438  0.12
246 H 15.0468 17.6242 19.9738  0.07
247 H 16.7349 17.1739 19.8543  0.09
248 H 15.4495 16.1072 19.0657  0.09
249 H 13.7073 20.0630 14.9438  0.05
250 H 13.6812 18.4322 14.8598  0.03
251 C 9.9124 17.5751 12.6459  -0.05
252 C 11.0856 18.5152 13.0215  -0.45
253 C 11.6351 19.2604 11.7624  -0.12
254 O 12.6018 18.2677 11.1752  -0.25
255 C 12.9986 18.5416 9.8326  -0.12
256 N 10.5498 19.5487 13.8835  0.04
257 H 9.4722 17.0509 13.4986  0.05
258 H 10.3374 16.8164 11.9535  0.09
259 H 9.1277 18.1844 12.1738  0.08
260 H 11.9163 17.9119 13.4852  0.11
261 H 12.0591 20.2678 12.0620  0.11
262 H 10.9033 19.4528 10.9687  0.11
263 H 13.3760 19.5180 9.6466  0.06
264 H 12.0561 18.4179 9.2261  0.10
265 H 13.6305 17.6925 9.5030  0.09
266 H 11.2077 20.3293 14.1575  0.07
267 H 10.2219 19.0719 14.7389  0.04
268 C 19.5455 23.4471 23.5660  -0.06
269 C 19.6080 22.0073 23.0894  -0.41
270 C 19.3391 21.9826 21.5549  -0.20
271 O 19.2548 20.6338 21.1097  -0.21
272 C 19.4743 20.4188 19.6972  -0.06
273 N 20.9409 21.3777 23.4175  0.06
274 H 20.2241 24.1136 23.0140  0.08
275 H 19.6707 23.6073 24.6506  0.08
276 H 18.5162 23.8391 23.4599  0.06
277 H 18.7998 21.4440 23.5319  0.11
278 H 20.1585 22.4829 21.1132  0.10
279 H 18.3780 22.4751 21.3727  0.10
280 H 19.5056 19.3088 19.5156  0.09
281 H 20.4155 20.9563 19.5577  0.09
282 H 18.7195 20.7917 19.0363  0.05
283 H 21.0495 21.5550 24.4058  0.06
284 H 20.6840 20.4075 23.3245  0.04
285 C 8.1385 24.7134 12.1709  -0.05
286 C 9.4261 24.2397 12.9079  -0.43
287 C 9.0476 23.7963 14.2598  -0.27
288 O 10.0928 23.2746 15.0231  -0.23
289 C 9.6646 22.5915 16.1850  -0.08
290 N 10.1576 23.2186 12.0633  0.06
291 H 8.5394 25.3163 11.3622  0.07
292 H 7.5799 25.3320 12.9073  0.08
293 H 7.5717 23.8511 11.7902  0.08
294 H 10.1017 25.0691 13.0437  0.11
295 H 8.2973 23.0340 14.0558  0.13
296 H 8.5069 24.6507 14.7366  0.13
297 H 10.4516 22.6592 16.8715  0.05
298 H 9.5010 21.5173 15.9406  0.10
299 H 8.7612 23.0649 16.6245  0.11
300 H 9.6334 22.3447 12.0255  0.06
301 H 10.9684 22.9312 12.6522  0.05

Atomic forces in eV per Å
0.75 -1.14 -2.13
-0.14 -0.06 0.84
0.75 -1.19 -0.57
-0.97 0.60 0.92
-0.14 0.64 0.49
-0.72 0.57 0.46
-0.07 0.38 0.25
0.27 0.00 -0.25
-1.25 1.85 0.71
0.50 -1.52 -0.31
-1.09 -0.71 0.20
1.47 -0.04 -0.20
0.48 0.06 -0.44
-0.27 0.55 0.38
0.22 -0.23 -0.09
0.27 0.12 -0.08
-0.30 -0.62 -0.11
0.00 -1.05 -0.80
0.22 0.38 0.12
-1.06 -1.54 -0.56
0.14 1.15 1.13
0.35 -0.78 -1.09
-0.19 0.66 0.54
0.73 1.36 0.69
0.47 0.09 1.77
-0.42 0.22 -0.30
1.25 1.66 0.60
-0.01 -0.31 -0.58
-0.19 -0.41 -0.31
-0.88 -0.89 -0.92
-0.39 -0.14 -0.01
0.12 0.05 -0.23
-1.82 -0.28 -0.36
2.12 -2.21 1.83
-0.91 1.39 -1.39
-0.44 3.16 0.15
-0.26 -2.06 0.58
0.45 0.25 0.12
0.92 -0.21 -0.18
-0.22 0.13 -0.95
1.09 -3.36 2.82
0.27 0.89 -0.78
-1.15 2.33 -0.51
-1.92 2.83 -0.03
-0.20 -0.20 -0.69
0.73 -0.68 0.52
0.66 -1.19 -1.23
0.53 -0.56 -0.19
0.03 0.08 0.34
-0.95 -0.91 -0.41
-0.88 0.29 2.14
1.48 2.37 -1.36
-0.52 -0.95 -0.95
0.63 -0.30 0.16
0.27 -0.06 0.13
-0.32 -0.83 -0.15
2.42 -0.83 0.82
-2.03 -0.99 -1.08
-0.39 -2.38 -0.47
1.85 0.79 0.43
0.17 2.47 0.22
0.13 0.00 0.17
-1.74 1.33 -0.15
-0.06 -0.17 0.02
-0.67 -0.57 -0.66
-0.05 0.44 1.54
0.27 -0.98 -0.39
0.18 1.66 -0.59
-0.09 0.17 -0.34
0.18 0.37 0.55
0.04 -0.40 0.01
0.21 -0.69 0.03
-3.02 0.84 -0.39
2.07 -0.29 -0.93
-0.04 -0.30 1.17
0.45 -0.35 0.13
-1.04 -0.37 0.20
1.36 0.27 -0.63
-0.07 -0.08 -0.41
0.54 0.08 0.74
2.13 0.27 1.77
-1.49 0.60 0.56
-0.70 -0.28 -1.64
-2.43 0.61 -1.71
0.87 0.10 0.94
0.44 -0.70 0.77
0.59 -0.26 -0.82
0.98 -0.25 -0.06
1.03 0.73 0.56
-0.07 -0.13 -0.92
-1.71 -1.42 1.40
-0.68 -0.79 -0.12
0.19 0.24 -0.46
0.14 0.01 -0.45
0.09 0.58 0.73
0.71 0.80 -0.61
1.27 -0.08 0.19
-0.50 -0.52 -0.21
-0.75 0.17 0.28
-0.76 -1.07 -0.77
0.75 0.73 0.62
-1.07 -0.05 -0.11
1.14 0.90 0.35
-0.03 -0.15 -0.42
0.19 -0.13 -0.66
1.76 -0.82 1.36
-3.37 1.28 -1.16
0.86 -1.11 -1.02
1.41 -0.68 0.29
0.20 0.13 0.07
-1.64 1.01 0.66
0.11 0.27 0.57
-2.17 -0.22 -0.71
-1.04 0.35 0.29
3.18 -0.36 1.23
1.02 0.00 -1.05
0.10 -0.01 0.16
-0.02 -0.02 -0.38
-0.83 0.23 0.23
-0.41 0.14 0.49
1.03 0.64 -2.75
0.36 -0.72 1.09
-0.95 0.98 -0.54
0.49 -0.62 -0.02
-0.18 0.91 -0.99
-1.23 -1.54 0.62
-0.55 2.95 0.10
-1.32 -0.68 0.65
1.13 -0.84 -2.52
-0.86 0.13 1.45
-0.29 0.14 0.74
0.11 -0.45 0.00
-0.55 -0.02 0.60
0.47 -0.38 -0.61
0.63 0.16 0.15
-0.33 -0.52 0.20
0.64 -0.68 0.31
0.14 -0.19 -0.04
0.27 0.66 0.47
-0.52 -0.91 -0.04
1.77 -0.16 -0.32
-0.03 0.48 1.05
0.10 0.19 -0.03
-0.33 0.26 0.57
0.11 0.19 0.32
0.43 0.28 0.71
-1.76 -0.87 -0.68
2.71 1.37 1.90
-0.09 -0.31 -0.17
0.54 -0.16 -0.02
0.17 1.17 1.45
-0.43 -1.09 -0.30
-1.05 0.90 -1.18
0.41 -0.69 -0.17
-0.45 -0.36 0.51
-0.25 0.72 -0.84
-0.18 0.45 0.17
0.17 -0.35 -0.04
-0.15 -0.46 -0.51
-0.65 0.20 -0.63
0.03 -0.24 -0.01
-0.67 -0.29 0.32
0.31 -0.40 -0.51
0.08 0.71 -0.27
0.59 -0.77 -0.98
0.28 -0.03 1.18
-0.29 0.44 -0.33
0.31 -0.47 0.35
1.03 0.56 0.87
-1.20 -0.58 -1.70
-0.65 1.17 1.33
0.03 -0.49 1.10
0.68 -0.91 -0.48
0.08 -0.37 1.65
-0.91 0.46 -1.56
0.37 -0.06 -0.36
-0.93 -0.91 2.17
-0.09 -0.77 -0.39
-0.08 0.22 0.21
-0.23 0.29 0.25
0.87 0.06 -0.24
0.07 -0.32 -0.14
0.47 0.31 -0.55
-0.30 0.03 -0.59
-0.31 0.24 0.13
0.19 0.00 -0.13
-0.77 0.65 0.06
0.22 0.22 -0.23
-0.08 0.08 -0.32
0.24 0.78 -0.37
1.28 -0.49 0.27
0.39 0.07 -0.73
1.95 -1.28 -1.23
-0.38 0.62 1.60
2.95 0.46 -0.24
-0.44 -1.10 0.01
-0.98 -0.69 -0.04
0.24 0.66 1.88
-1.93 -2.28 -2.16
-0.32 2.25 -0.88
0.12 -1.46 0.11
-0.69 0.51 0.16
-0.18 0.17 0.37
-1.56 -0.01 -0.54
-0.82 -0.08 0.50
-0.09 -0.16 -0.30
-0.59 0.46 -0.26
-0.05 0.10 0.07
0.17 0.97 -0.62
0.12 0.76 -0.64
-0.02 -0.64 -0.37
0.79 0.38 0.69
1.94 -0.09 1.63
0.06 0.34 0.76
-0.07 0.17 -0.77
-0.36 0.04 0.23
-1.42 -1.37 -0.36
0.49 -0.59 3.03
2.52 0.03 0.42
-0.13 -0.66 -0.12
-3.53 0.73 0.75
1.32 -0.15 -1.84
-0.41 0.99 0.36
1.06 0.67 0.42
0.43 0.54 -0.03
-1.31 -0.11 -1.53
-0.62 -0.21 -1.24
-0.95 -0.74 -0.07
0.45 -0.04 -0.22
1.87 0.05 -1.18
1.00 0.17 1.06
-0.41 0.59 -0.55
-0.34 0.11 0.98
-0.02 0.66 -0.19
-1.36 0.74 -1.61
1.47 2.27 0.13
-0.57 -1.49 1.23
1.25 0.82 -0.19
0.07 -0.81 0.83
0.30 -0.35 0.25
0.43 0.05 -0.05
-0.43 -0.09 0.26
0.08 -0.14 0.08
-0.72 -1.44 -0.31
-0.38 -0.11 -0.33
-0.35 -0.16 0.07
-0.52 -0.46 -0.33
0.22 0.55 0.08
0.58 0.38 -0.10
-0.10 -0.23 -0.11
1.01 0.00 -0.49
-0.05 0.58 -0.78
1.18 -1.44 0.01
0.08 1.77 0.58
-2.47 -2.08 -0.17
0.09 0.70 1.48
0.21 0.12 0.07
-0.58 0.36 0.23
0.23 -0.31 -0.01
-0.52 0.54 -0.57
0.22 -1.25 -0.38
-0.30 -0.12 0.34
0.74 0.79 0.05
0.78 0.36 0.07
0.12 0.80 0.26
-0.65 -1.42 -0.49
0.17 0.82 -0.34
-0.90 0.75 0.35
0.59 0.33 -0.84
-0.78 -1.08 1.51
-0.53 -0.56 -0.23
0.82 -0.57 1.58
-1.66 0.67 -0.73
-0.07 -0.24 0.20
0.57 -0.48 -0.32
0.33 -0.18 -0.51
-0.34 -0.26 0.39
0.97 0.73 -0.95
0.19 0.33 -0.11
0.34 1.15 0.35
0.14 -0.44 -0.99
-0.74 0.65 -0.20
0.28 -0.21 0.27
0.56 -0.65 0.16
1.35 0.08 0.98
0.38 -0.68 -1.81
-1.49 -0.40 0.32
0.18 0.41 -0.02
-1.34 -0.47 -0.99
0.41 0.40 1.69
-0.60 0.13 -0.31
-0.07 -0.34 -0.85
0.05 0.41 0.21
0.38 0.48 -0.38
-0.37 -0.52 0.52
0.50 -0.48 0.28
1.14 0.04 1.23
-0.24 0.62 0.20
0.38 -0.35 -0.24
-0.36 0.20 -0.02
-0.37 0.28 -0.71

Calculated values
* LUMO: 0.378 eV
* total charge: 0
* 2S+1: 1
* total energy: -6595.62502 a.u.